Entry 1:
DFT (ωB97M-V/def2-TZVPD) results for an isolated molecule of C4H4OS.

ORCA input file:
```
! wB97M-V def2-TZVPD RIJCOSX def2/J DEFGRID3
* xyz 0 1
S 2.55 -0.45 -0.03
C 0.80 -0.32 -0.04
C 0.13 0.83 0.04
C -1.26 0.40 0.00
C -1.27 -1.01 0.01
O 0.02 -1.47 0.06
H 2.66 0.87 0.41
H 0.48 1.82 -0.20
H -2.04 1.01 -0.06
H -2.08 -1.68 -0.20
*
```

* structure (SMILES): Sc1ccco1
* orbital gap: 0.328 hartree
* highest occupied orbital energy: -0.3011 Ha

Entry 2:
DFT (ωB97M-V/def2-TZVPD) results for an isolated molecule of C5H6O2.

ORCA input file:
```
! wB97M-V def2-TZVPD RIJCOSX def2/J DEFGRID3
* xyz 0 1
O 0.79 -1.95 -0.48
C 0.95 -1.50 0.66
C 0.75 0.06 0.79
C -0.75 0.18 1.00
C -1.39 0.33 -0.31
C -0.27 0.75 -1.29
O 1.08 0.35 -0.66
H 1.25 -2.42 1.50
H 1.66 0.58 1.26
H -1.15 0.32 1.95
H -2.34 0.79 -0.58
H -0.21 0.53 -2.52
H -0.38 1.98 -1.30
*
```

* structure (SMILES): O=C[C@@H]1C=CCO1
* orbital gap: 0.337 hartree
* highest occupied orbital energy: -0.3302 Ha

Entry 3:
DFT (ωB97M-V/def2-TZVPD) results for an isolated molecule of C4H5NO.

ORCA input file:
```
! wB97M-V def2-TZVPD RIJCOSX def2/J DEFGRID3
* xyz 0 1
C 1.72 1.29 0.05
C 0.62 0.21 -0.08
C 0.44 -1.11 0.11
C -0.98 -1.24 0.06
N -1.64 -0.19 -0.07
O -0.60 0.76 -0.19
H 2.66 0.66 0.10
H 1.73 2.17 -0.71
H 1.54 1.70 1.12
H 1.09 -2.00 0.32
H -1.60 -2.11 0.28
*
```

* structure (SMILES): Cc1ccno1
* orbital gap: 0.394 hartree
* highest occupied orbital energy: -0.3598 Ha

Entry 4:
DFT (ωB97M-V/def2-TZVPD) results for a cluster of 2 separate species, C9H14 in total.

ORCA input file:
```
! wB97M-V def2-TZVPD RIJCOSX def2/J DEFGRID3
* xyz 0 1
C 1.38 1.73 0.44
C -0.02 1.37 0.02
C -0.89 2.51 -0.21
C -2.21 2.20 -0.35
C -2.78 0.92 -0.08
C -1.94 -0.16 -0.11
C -0.54 0.12 -0.08
H 2.02 1.77 -0.44
H 1.62 1.01 1.21
H 1.42 2.75 0.79
H -0.55 3.52 -0.41
H -2.95 2.99 -0.43
H -3.86 0.96 -0.15
H -2.34 -1.17 -0.11
H 0.01 -0.81 -0.28
C 2.51 -3.35 0.85
C 2.61 -3.71 -0.62
H 3.37 -2.80 1.25
H 1.71 -2.62 0.91
H 2.32 -4.18 1.51
H 3.10 -4.66 -0.87
H 1.67 -3.96 -1.18
H 2.97 -2.93 -1.30
*
```

* structure (SMILES): Cc1ccccc1.CC
* orbital gap: 0.363 hartree
* highest occupied orbital energy: -0.3271 Ha

Entry 5:
DFT (ωB97M-V/def2-TZVPD) results for an isolated molecule of C3H5N5.

ORCA input file:
```
! wB97M-V def2-TZVPD RIJCOSX def2/J DEFGRID3
* xyz 0 1
H 2.72 -1.42 -0.20
N 1.82 -0.91 -0.11
C 1.83 0.27 -0.03
N 0.76 1.03 0.52
C -0.48 0.48 0.18
N -1.54 1.12 -0.11
C -2.60 0.08 -0.05
N -1.94 -1.14 0.03
N -0.54 -0.91 0.35
H 2.85 0.79 -0.58
H 0.74 1.97 -0.33
H -3.75 0.15 -0.11
H 0.12 -1.53 0.46
*
```

* structure (SMILES): [H]/N=C/Nc1ncn[nH]1
* orbital gap: 0.359 hartree
* highest occupied orbital energy: -0.3418 Ha

Entry 6:
DFT (ωB97M-V/def2-TZVPD) results for a structure of composition C12H20O7PdS3Se2.

ORCA input file:
```
! wB97M-V def2-TZVPD RIJCOSX def2/J DEFGRID3
* xyz 0 3
Pd 0.60 0.36 0.25
O -1.14 -0.59 -1.99
S -1.80 -1.44 -1.00
O -2.31 -2.66 -1.56
O -0.96 -1.60 0.20
C -3.22 -0.46 -0.48
C -4.44 -1.08 -0.72
C -5.64 -0.47 -0.38
C -5.63 0.77 0.22
C -4.42 1.41 0.47
C -3.21 0.82 0.12
S -1.79 1.85 0.57
O -2.33 3.09 1.01
O -1.08 1.10 1.65
O -0.85 1.95 -0.57
H -4.43 -2.05 -1.18
H -6.58 -0.97 -0.59
H -6.55 1.26 0.51
H -4.40 2.38 0.92
C 1.02 0.46 3.80
Se 0.68 -0.96 2.53
C 2.48 -1.65 2.39
C 3.54 -0.58 2.20
Se 3.09 0.86 0.95
C 4.62 0.57 -0.21
H 1.34 0.03 4.74
H 0.08 0.98 3.91
H 1.77 1.16 3.43
H 2.43 -2.32 1.53
H 2.69 -2.24 3.28
H 4.45 -1.03 1.80
H 3.79 -0.11 3.15
H 5.51 0.74 0.40
H 4.55 1.29 -1.02
H 4.61 -0.44 -0.61
C 0.57 0.91 -3.60
S 1.40 0.42 -2.11
C 1.82 -1.27 -2.51
O 2.67 1.20 -2.13
H 1.32 0.77 -4.38
H 0.33 1.97 -3.49
H -0.33 0.33 -3.76
H 0.96 -1.78 -2.93
H 2.12 -1.77 -1.59
H 2.65 -1.21 -3.21
*
```

* orbital gap (spin up / spin down): 0.318 / 0.261 hartree
* highest occupied orbital energy (spin up / spin down): -0.3181 / -0.3371 Ha

Entry 7:
DFT (ωB97M-V/def2-TZVPD) results for a structure of composition C5H10.

ORCA input file:
```
! wB97M-V def2-TZVPD RIJCOSX def2/J DEFGRID3
* xyz 0 1
C -0.52 -1.59 0.77
C -1.04 0.02 0.50
C 0.03 0.71 -0.25
C 1.50 0.06 -0.22
C -0.27 1.83 -0.95
H -1.55 -2.09 1.04
H 0.46 -1.67 1.65
H -0.03 -2.12 -0.40
H -2.11 -0.05 -0.29
H -1.25 0.75 1.60
H 2.15 0.73 -0.81
H 1.83 0.03 0.75
H 1.44 -0.98 -0.76
H -1.26 2.07 -1.24
H 0.63 2.31 -1.41
*
```

* orbital gap: 0.365 hartree
* highest occupied orbital energy: -0.3297 Ha

Entry 8:
DFT (ωB97M-V/def2-TZVPD) results for an isolated molecule of C6H6O.

ORCA input file:
```
! wB97M-V def2-TZVPD RIJCOSX def2/J DEFGRID3
* xyz 0 1
C -2.30 0.53 0.14
O -1.42 -0.50 0.06
C -0.15 -0.18 -0.14
C 0.93 -0.96 0.31
C 2.19 -0.22 -0.09
C 1.61 0.88 -0.91
C 0.35 1.02 -0.77
H -2.30 1.27 -0.70
H -2.16 1.01 1.21
H -3.32 0.00 0.12
H 1.08 -2.01 0.58
H 2.79 -0.96 -0.67
H 2.71 0.11 0.86
*
```

* structure (SMILES): COC1=CCC#C1
* orbital gap (spin up / spin down): 0.265 / 0.267 hartree
* highest occupied orbital energy (spin up / spin down): -0.3078 / -0.3079 Ha

Entry 9:
DFT (ωB97M-V/def2-TZVPD) results for a cluster of 8 separate species, C20H52NO25S7 in total.

ORCA input file:
```
! wB97M-V def2-TZVPD RIJCOSX def2/J DEFGRID3
* xyz 0 2
N 20.95 28.81 -19.83
O 20.25 29.77 -19.65
O 21.26 28.08 -18.90
O 21.51 28.64 -20.99
C 17.12 29.85 -17.69
C 17.28 28.40 -18.30
O 16.86 28.55 -19.63
S 15.70 29.68 -19.83
O 14.40 29.19 -19.34
O 15.74 30.34 -21.14
O 16.52 30.54 -18.72
H 18.07 30.34 -17.48
H 16.50 29.88 -16.80
H 16.70 27.71 -17.71
H 18.30 28.02 -18.38
O 20.59 31.75 -23.71
S 21.95 31.19 -23.83
O 22.10 29.75 -24.11
O 22.69 32.03 -25.09
C 23.99 31.66 -25.53
C 24.31 32.28 -26.91
C 23.07 31.68 -22.47
H 23.95 30.57 -25.63
H 24.79 31.91 -24.84
H 25.32 32.07 -27.24
H 24.07 33.34 -26.81
H 23.68 31.84 -27.68
H 22.63 31.28 -21.56
H 23.12 32.77 -22.40
H 24.06 31.35 -22.79
O 26.67 27.25 -19.68
S 25.23 27.54 -19.52
O 24.36 26.72 -20.33
O 24.85 27.29 -17.93
C 25.88 27.78 -17.02
C 25.21 28.48 -15.84
C 24.78 29.27 -19.73
H 26.50 28.53 -17.51
H 26.48 26.90 -16.81
H 25.94 28.93 -15.18
H 24.71 27.69 -15.27
H 24.45 29.24 -16.03
H 25.48 29.92 -19.20
H 23.78 29.52 -19.40
H 24.75 29.40 -20.81
O 21.37 25.52 -21.62
S 20.26 24.75 -21.01
O 19.68 23.67 -21.74
O 20.85 24.15 -19.50
C 21.64 25.03 -18.69
C 22.82 24.14 -18.38
C 18.92 25.90 -20.34
H 21.19 25.47 -17.80
H 22.12 25.80 -19.30
H 23.54 24.84 -17.95
H 23.29 23.88 -19.34
H 22.66 23.26 -17.76
H 19.48 26.52 -19.63
H 18.10 25.34 -19.89
H 18.65 26.53 -21.19
O 17.63 32.99 -22.77
S 18.35 33.71 -21.68
O 19.63 34.35 -21.94
O 17.29 34.90 -21.05
C 17.59 35.56 -19.84
C 16.67 36.79 -19.87
C 18.47 32.66 -20.22
H 18.63 35.87 -19.94
H 17.32 34.96 -18.98
H 15.65 36.47 -20.07
H 16.85 37.40 -20.75
H 16.75 37.33 -18.92
H 18.88 31.72 -20.61
H 17.43 32.44 -19.96
H 19.04 33.12 -19.42
O 20.03 27.54 -23.94
S 18.80 28.40 -24.08
O 18.44 29.07 -25.35
O 17.46 27.49 -23.54
C 16.21 27.96 -23.98
C 15.24 26.88 -23.55
C 18.80 29.61 -22.70
H 16.27 28.14 -25.05
H 15.87 28.92 -23.60
H 15.17 26.86 -22.46
H 15.42 25.90 -23.98
H 14.23 27.07 -23.90
H 19.78 29.96 -22.37
H 18.47 29.10 -21.80
H 18.08 30.38 -22.96
O 21.48 28.43 -13.04
S 20.62 27.72 -13.96
O 20.70 26.24 -14.06
O 19.02 28.07 -13.64
C 18.74 29.45 -13.31
C 17.98 30.15 -14.40
C 20.87 28.44 -15.66
H 19.65 30.02 -13.12
H 18.26 29.44 -12.34
H 17.04 29.64 -14.64
H 18.56 30.13 -15.32
H 17.67 31.16 -14.13
H 20.22 27.93 -16.38
H 21.87 28.05 -15.88
H 20.80 29.51 -15.48
*
```

* orbital gap (spin up / spin down): 0.335 / 0.197 hartree
* highest occupied orbital energy (spin up / spin down): -0.3926 / -0.3926 Ha

Entry 10:
DFT (ωB97M-V/def2-TZVPD) results for a structure of composition C42H40I2N15O4RuS.

ORCA input file:
```
! wB97M-V def2-TZVPD RIJCOSX def2/J DEFGRID3
* xyz 2 6
Ru 0.53 1.20 0.03
C 0.69 -1.38 5.44
N 1.00 -0.89 4.12
C 0.25 -0.15 3.30
N 0.87 -0.02 2.14
C 2.03 -0.71 2.31
N 2.12 -1.25 3.50
C -0.41 -2.42 5.46
C -0.97 -2.78 6.68
C -1.92 -3.79 6.75
C -2.34 -4.44 5.61
C -1.80 -4.07 4.38
C -0.84 -3.06 4.31
C -2.17 -4.73 3.15
N -2.47 -5.98 2.94
N -2.58 -6.16 1.63
C -2.37 -5.02 1.04
O -2.11 -4.05 1.97
C -2.27 -4.72 -0.38
C -1.60 -5.62 -1.21
C -1.40 -5.29 -2.54
C -1.87 -4.09 -3.04
C -2.57 -3.21 -2.23
C -3.14 -1.94 -2.81
N -2.77 -0.78 -2.03
C -1.61 -0.11 -2.02
N -1.65 0.82 -1.08
C -2.88 0.67 -0.54
N -3.57 -0.28 -1.10
C -2.76 -3.53 -0.89
H 0.41 -0.54 6.08
H 1.62 -1.82 5.83
H -0.70 0.28 3.56
H 2.78 -0.82 1.55
H -0.65 -2.28 7.58
H -2.32 -4.06 7.71
H -3.06 -5.24 5.66
H -0.40 -2.83 3.35
H -1.23 -6.55 -0.81
H -0.86 -5.96 -3.18
H -1.72 -3.85 -4.08
H -4.23 -1.98 -2.80
H -2.79 -1.80 -3.83
H -0.80 -0.29 -2.70
H -3.26 1.28 0.26
H -3.33 -2.85 -0.25
I 0.38 1.77 -5.34
C 2.10 1.51 -4.15
C 3.35 1.24 -4.68
C 4.44 1.10 -3.84
I 6.32 0.70 -4.71
C 4.31 1.24 -2.44
C 5.36 1.20 -1.50
C 5.10 1.38 -0.17
C 3.77 1.53 0.26
N 2.77 1.55 -0.59
C 3.01 1.47 -1.91
C 1.87 1.64 -2.77
O 0.72 1.91 -2.29
H 3.48 1.14 -5.74
H 6.38 1.06 -1.85
H 5.89 1.40 0.56
H 3.53 1.67 1.30
N -0.57 3.55 -0.07
C -0.22 4.52 0.92
C 0.38 5.83 0.39
C -0.65 6.84 -0.13
C -0.85 6.84 -1.65
N -1.34 5.58 -2.19
C -2.57 5.11 -2.06
N -3.51 5.80 -1.42
N -2.85 3.88 -2.52
C 0.89 3.85 1.91
O 1.49 4.61 2.62
O 0.95 2.61 1.80
H -0.01 3.62 -0.92
H -1.56 3.42 -0.26
H -1.08 4.73 1.57
H 1.12 5.60 -0.38
H 0.91 6.28 1.23
H -0.30 7.85 0.12
H -1.60 6.70 0.39
H 0.11 7.04 -2.13
H -1.53 7.65 -1.94
H -0.68 5.00 -2.69
H -3.34 6.75 -1.13
H -4.46 5.48 -1.40
H -2.16 3.35 -3.02
H -3.80 3.55 -2.54
N -1.22 -1.50 0.91
C -0.09 -1.96 0.34
N 0.61 -1.31 -0.54
C 1.61 -2.11 -1.06
C 2.45 -1.80 -2.13
C 3.39 -2.72 -2.53
C 3.52 -3.95 -1.89
C 2.68 -4.30 -0.85
C 1.72 -3.37 -0.46
S 0.49 -3.57 0.75
H -1.32 -0.49 1.00
H -1.66 -2.09 1.60
H 2.33 -0.87 -2.65
H 4.04 -2.50 -3.36
H 4.27 -4.65 -2.22
H 2.75 -5.25 -0.36
*
```

* orbital gap (spin up / spin down): 0.255 / 0.171 hartree
* highest occupied orbital energy (spin up / spin down): -0.4537 / -0.4591 Ha

Entry 11:
DFT (ωB97M-V/def2-TZVPD) results for a structure of composition C58H48CaClNP3.

ORCA input file:
```
! wB97M-V def2-TZVPD RIJCOSX def2/J DEFGRID3
* xyz 1 1
Ca -0.02 -0.48 -0.69
Cl -2.83 -0.28 -1.84
C -3.00 -0.43 -3.55
C -4.14 -0.96 -4.11
C -4.20 -1.09 -5.49
C -3.13 -0.71 -6.29
C -1.99 -0.18 -5.71
C -1.92 0.00 -4.33
P -0.45 0.55 -3.41
C 0.74 0.94 -4.74
C 1.58 -0.10 -5.12
C 2.52 0.09 -6.13
C 2.63 1.33 -6.74
C 1.81 2.38 -6.34
C 0.86 2.19 -5.34
C -0.97 2.19 -2.79
C -2.21 2.77 -3.05
C -2.55 3.96 -2.43
C -1.67 4.59 -1.56
C -0.43 4.02 -1.31
C -0.08 2.82 -1.91
H -4.97 -1.28 -3.50
H -5.08 -1.52 -5.95
H -3.18 -0.84 -7.36
H -1.14 0.10 -6.32
H 1.49 -1.06 -4.63
H 3.16 -0.72 -6.43
H 3.36 1.48 -7.52
H 1.90 3.34 -6.82
H 0.22 3.01 -5.04
H -2.90 2.31 -3.74
H -3.52 4.40 -2.62
H -1.95 5.52 -1.09
H 0.27 4.51 -0.65
H 0.89 2.38 -1.72
C 0.56 -1.44 3.59
N -0.78 -1.14 4.04
C -1.87 -1.75 3.31
P -1.97 -1.29 1.49
C -3.75 -0.88 1.38
C -4.77 -1.79 1.67
C -6.09 -1.42 1.52
C -6.41 -0.13 1.11
C -5.41 0.79 0.85
C -4.08 0.41 0.98
C -1.95 -2.97 0.75
C -2.87 -3.33 -0.24
C -2.83 -4.59 -0.82
C -1.88 -5.51 -0.42
C -0.95 -5.16 0.55
C -0.97 -3.90 1.11
C -0.95 -1.29 5.45
C -0.24 -2.24 6.18
C -0.41 -2.34 7.55
C -1.28 -1.49 8.21
C -1.99 -0.54 7.49
C -1.82 -0.44 6.12
P 0.98 -0.55 2.00
C 1.06 1.20 2.53
C 0.42 1.70 3.66
C 0.50 3.05 3.96
C 1.21 3.91 3.14
C 1.83 3.42 2.00
C 1.74 2.08 1.69
C 2.75 -0.98 1.87
C 3.09 -1.98 0.97
C 4.41 -2.29 0.72
C 5.41 -1.59 1.36
C 5.09 -0.60 2.28
C 3.77 -0.30 2.55
H 0.74 -2.52 3.42
H 1.28 -1.09 4.35
H -2.80 -1.40 3.76
H -1.85 -2.85 3.38
H -4.52 -2.79 2.00
H -6.88 -2.13 1.72
H -7.45 0.16 0.99
H -5.65 1.79 0.55
H -3.29 1.12 0.77
H -3.64 -2.63 -0.54
H -3.55 -4.85 -1.59
H -1.86 -6.50 -0.86
H -0.21 -5.88 0.87
H -0.23 -3.65 1.86
H 0.43 -2.92 5.68
H 0.15 -3.08 8.10
H -1.40 -1.56 9.28
H -2.66 0.13 8.00
H -2.37 0.31 5.56
H -0.14 1.04 4.31
H 0.00 3.43 4.84
H 1.27 4.96 3.39
H 2.38 4.09 1.36
H 2.23 1.70 0.80
H 2.30 -2.51 0.44
H 4.66 -3.07 0.01
H 6.45 -1.80 1.14
H 5.88 -0.05 2.77
H 3.52 0.46 3.27
C 2.05 0.01 -1.27
C 3.13 0.51 -1.52
C 4.38 1.16 -1.72
C 5.01 1.75 -0.63
C 6.19 2.46 -0.80
C 6.75 2.57 -2.07
C 6.14 1.96 -3.15
C 4.96 1.25 -2.98
H 4.58 1.66 0.36
H 6.66 2.93 0.05
H 7.66 3.14 -2.20
H 6.57 2.04 -4.14
H 4.48 0.79 -3.83
*
```

* orbital gap: 0.292 hartree
* highest occupied orbital energy: -0.3644 Ha

Entry 12:
DFT (ωB97M-V/def2-TZVPD) results for the ion C2H9ClNSi with charge +1.

ORCA input file:
```
! wB97M-V def2-TZVPD RIJCOSX def2/J DEFGRID3
* xyz 1 1
N -1.24 0.71 -1.54
C 0.01 0.15 -0.90
C -0.22 -0.14 0.77
Si 1.41 -0.76 1.51
Cl 0.97 -1.26 3.34
H -1.03 0.64 -2.50
H -1.36 1.66 -1.20
H -2.00 0.39 -0.97
H 0.74 0.79 -1.16
H 0.11 -0.73 -1.39
H -0.51 0.77 1.07
H -1.15 -0.82 0.70
H 2.27 0.48 1.40
H 1.99 -1.89 0.87
*
```

* structure (SMILES): [NH3+]CC[SiH2]Cl
* orbital gap: 0.392 hartree
* highest occupied orbital energy: -0.5344 Ha

Largest force on an atom across the listed records, respectively: 5.03 6.46 3.65 3.23 13.55 0.69 4.72 4.14 4.60 2.93 1.57 6.47 eV/A.